This record from the Open Molecules 2025 dataset describes an isolated molecule of C3H7NOS in a non-equilibrium geometry. The level of theory is ωB97M-V with the def2-TZVPD basis set.

The electronic energy is -646.6235 Eh. The frontier orbital gap is 8.980 eV. Its SMILES is CO/C=N/SC. The HOMO energy comes out at -7.96 eV. The LUMO energy comes out at 1.0 eV.

ORCA input file:
```
! RIJCOSX wB97M-V def2-TZVPD def2/J DEFGRID3
* xyz 0 1
C 2.46 0.97 -0.02
O 2.25 -0.45 -0.10
C 1.03 -0.79 0.18
N 0.06 0.05 -0.10
S -1.55 -0.56 -0.09
C -2.47 0.94 0.08
H 1.91 1.50 -0.82
H 1.88 1.25 0.94
H 3.52 1.06 0.15
H 0.91 -1.77 0.70
H -2.16 1.43 1.05
H -2.26 1.47 -0.78
H -3.49 0.64 0.29
*
```